ORCA calculation (ωB97M-V with the def2-TZVPD basis set) on a cluster of 2 separate species, C7H10N3O in total.

```
! wB97M-V def2-TZVPD RIJCOSX def2/J DEFGRID3
* xyz 1 1
C -3.381 -0.409 0.139
C -3.199 0.983 0.243
C -2.387 -1.285 -0.260
C -1.996 1.555 0.126
C -1.186 -0.715 -0.194
C -0.965 0.628 -0.123
C 1.017 -1.154 -0.078
N 1.300 0.083 -0.111
N 1.628 -2.361 -0.008
N 3.678 1.182 0.049
O 0.363 1.053 -0.067
H -4.414 -0.596 0.004
H -4.140 1.555 0.276
H -2.419 -2.289 -0.491
H -1.670 2.621 0.155
H 2.215 0.537 0.170
H 2.556 -2.566 0.304
H 0.947 -3.110 -0.102
H 3.383 2.115 -0.018
H 4.293 1.104 -0.824
H 4.377 1.069 0.808
*
```

Energy above the lowest of the compared OMol25 structures with the same formula, charge and spin: 5.2681 eV
Frontier orbital gap: 0.318 Ha
Total energy: -13927.6825 eV
HOMO: -12.55 eV